One molecule with the formula C2HF4IO in a non-equilibrium geometry. Source: the OMol25 dataset; level of theory: ωB97M-V with the def2-TZVPD basis set.

Calculated values
energy above the lowest of the compared OMol25 structures with the same formula, charge and spin: 0.1389 eV
SMILES: OC(F)(F)C(F)(F)I
LUMO energy: -0.16 eV
strongest force on any atom: 5.3 eV/Å
E: -849.19670 Ha

The geometry in ORCA input format:
```
! RIJCOSX wB97M-V def2-TZVPD def2/J DEFGRID3
* xyz 0 1
C -0.507 0.012 0.216
C 0.891 0.421 -0.286
O -1.039 -0.968 -0.389
F -0.347 -0.220 1.554
F -1.367 1.013 0.259
F 0.769 0.728 -1.588
F 1.453 1.480 0.379
I 2.185 -1.344 0.072
H -2.038 -1.122 -0.216
*
```